Here is 2 unconnected molecules or ions with the total composition C50H54N8O6 in a non-equilibrium geometry from the OMol25 dataset. Energies are from the ωB97M-V functional and the def2-TZVPD basis.

Calculated values
**Total energy**: -2826.77362 Ha
**Max |F|**: 3.5 eV Å⁻¹
**Charge**: 0
**HOMO**: -7.126 eV
**Frontier orbital gap**: 4.6 eV

The geometry in XYZ format:
```
118
Properties=species:S:1:pos:R:3:forces:R:3:lowdin_charge:R:1
N -5.0719 5.6059 0.0873 0.78 -2.14 0.49 0.18
C -4.6618 4.5349 0.3083 -1.02 2.01 -0.95 -0.16
C -4.1172 3.2399 0.5687 0.28 -1.15 -0.43 -0.14
C -4.2955 2.0978 -0.2175 -0.26 1.47 0.72 0.09
C -3.7043 0.8589 0.1564 1.09 0.80 2.07 -0.11
N -4.2536 -0.3231 -0.4502 -0.99 -2.73 -1.90 -0.31
O -5.0054 -0.1868 -1.4521 1.67 0.05 2.23 0.06
O -3.9910 -1.4299 0.0525 -0.23 2.17 -0.66 0.08
C -2.8138 0.7547 1.2530 -1.60 -0.49 -1.10 0.13
C -2.7117 1.8867 2.0627 0.97 1.28 1.55 -0.09
N -2.0691 2.0917 3.2967 -0.74 0.23 -1.19 -0.14
O -1.4376 1.3684 4.0444 -0.66 1.01 -0.80 0.10
O -2.3365 3.4607 3.6418 -0.02 -1.00 -0.54 0.05
N -3.1228 4.1004 2.6700 0.62 -2.63 -0.57 0.17
C -3.3228 3.1236 1.7546 -0.05 1.29 0.91 -0.19
H -4.9579 2.1318 -1.0842 0.31 -0.07 0.28 0.14
H -2.3537 -0.1776 1.5451 -0.12 -0.13 -0.12 0.13
C 6.6530 -2.7619 1.6588 -0.34 0.28 0.30 -0.05
C 7.2149 -3.1116 0.2890 0.09 -0.29 -0.13 -0.52
C 6.2876 -2.6603 -0.8397 -0.35 0.01 -0.24 -0.03
C 8.5309 -2.3292 0.1357 0.21 0.08 -0.03 -0.07
C 7.4578 -4.6353 0.0986 -0.37 0.36 -0.09 -0.08
C 8.4717 -4.9413 -0.8115 0.51 -0.42 -0.11 -0.04
C 8.9012 -6.2406 -1.0193 -0.42 0.15 0.20 -0.05
C 8.2501 -7.2732 -0.3570 0.49 0.06 -0.25 -0.04
C 7.1624 -7.0431 0.4754 -0.50 -0.28 0.15 -0.07
C 6.4786 -8.2957 1.0993 0.29 0.18 -0.19 -0.52
C 6.5272 -8.2233 2.6240 -0.08 0.14 0.40 -0.04
C 7.2015 -9.5950 0.7134 0.09 -0.10 -0.13 -0.08
C 5.0612 -8.4110 0.5391 -0.31 0.18 -0.22 -0.04
C 6.7225 -5.7000 0.6793 0.22 -0.10 -0.22 -0.04
N 5.5667 -5.4342 1.5320 0.22 0.09 1.07 0.00
C 4.2334 -5.2141 1.2410 -0.14 0.77 -1.14 -0.23
C 3.7227 -5.0532 -0.0305 0.56 -0.81 0.10 -0.05
C 2.3554 -5.0633 -0.4883 -0.66 0.03 -0.59 -0.20
C 1.3690 -5.9614 0.0020 0.40 0.14 -0.21 -0.02
C 0.0537 -5.8758 -0.4130 -0.28 0.55 -0.16 0.02
C -0.3123 -4.8729 -1.3411 1.62 -0.14 0.73 -0.17
N -1.6460 -4.3868 -1.3211 -2.39 0.27 -0.12 -0.33
O -1.9744 -3.4828 -2.1137 0.45 -1.31 1.14 0.04
O -2.4222 -4.8693 -0.4619 1.10 0.85 -1.49 0.03
C 0.6802 -4.1219 -2.0058 -0.46 -0.19 0.31 0.00
C 1.9894 -4.2149 -1.5800 0.38 -0.51 0.19 -0.03
N 3.6283 -4.8988 2.4573 0.58 -0.36 0.76 0.12
C 2.2101 -4.7162 2.6914 -0.74 -0.05 0.00 -0.09
C 1.3908 -5.8141 3.0815 -0.44 -0.21 0.08 -0.10
C 1.7801 -7.2749 3.4978 -0.15 0.21 -0.20 -0.51
C 1.2993 -7.5273 4.9372 -0.10 0.10 0.19 -0.04
C 3.2588 -7.5795 3.4601 0.66 -0.22 -0.10 -0.05
C 1.0731 -8.3008 2.5877 -0.07 -0.21 -0.14 -0.04
C -0.0016 -5.6132 3.1564 0.16 0.24 -0.07 -0.05
C -0.5810 -4.3962 2.8493 -0.01 -0.13 -0.06 -0.04
C 0.2348 -3.3158 2.5496 -0.03 -0.09 0.10 -0.02
C 1.6314 -3.4275 2.5158 -0.15 0.50 -0.22 -0.05
C 2.4206 -2.0917 2.3041 -0.26 -0.04 -0.21 -0.50
C 1.4916 -0.8682 2.3066 -0.27 0.18 0.11 -0.08
C 3.1090 -2.0750 0.9474 0.39 -0.12 -0.35 -0.04
C 3.4230 -1.8662 3.4325 0.21 -0.08 0.23 -0.03
C 4.6398 -4.9232 3.4274 1.19 -0.65 -1.39 -0.26
C 4.5055 -4.6143 4.8477 0.01 0.48 1.33 -0.15
C 3.2773 -4.5447 5.5473 0.64 -0.03 -0.45 -0.04
C 3.2484 -4.1460 6.8806 0.26 0.04 -0.03 -0.07
C 4.4229 -3.7512 7.5247 -0.03 -0.15 -0.23 -0.08
C 5.6479 -3.8216 6.8492 -0.22 -0.13 0.01 -0.07
C 5.6966 -4.2768 5.5378 -0.48 -0.07 -0.36 -0.01
N 5.8082 -5.2208 2.8917 -1.69 0.28 0.27 0.15
H 7.2442 -3.2039 2.4686 -0.07 0.08 -0.18 0.09
H 6.6470 -1.6716 1.8006 0.03 -0.21 -0.13 0.10
H 5.6220 -3.0998 1.7731 0.25 0.20 0.01 0.05
H 6.7895 -2.8013 -1.8061 -0.12 0.07 0.15 0.09
H 5.3640 -3.2512 -0.8613 0.20 0.31 0.07 0.05
H 6.0196 -1.6020 -0.7356 0.06 -0.11 0.00 0.09
H 8.8978 -2.3401 -0.8953 0.00 0.06 0.23 0.07
H 8.3720 -1.2761 0.3927 -0.08 -0.17 0.03 0.09
H 9.3134 -2.7272 0.7906 -0.07 0.07 -0.08 0.10
H 8.9840 -4.1504 -1.3580 -0.20 -0.25 0.31 0.10
H 9.7423 -6.4469 -1.6758 -0.18 0.02 0.04 0.11
H 8.6248 -8.2830 -0.5177 -0.21 0.37 0.11 0.10
H 6.1324 -7.2898 3.0220 0.03 -0.28 -0.03 0.05
H 5.9551 -9.0499 3.0630 0.13 0.04 -0.09 0.09
H 7.5658 -8.2962 2.9718 -0.16 -0.04 -0.08 0.10
H 7.1893 -9.7527 -0.3707 0.03 -0.04 0.16 0.08
H 8.2397 -9.6005 1.0608 -0.12 -0.04 -0.03 0.09
H 6.7000 -10.4556 1.1704 -0.03 0.22 0.01 0.09
H 5.1104 -8.7073 -0.5178 -0.04 0.02 0.21 0.10
H 4.4779 -9.1621 1.0866 0.12 0.08 -0.11 0.09
H 4.5301 -7.4550 0.5646 0.01 -0.36 -0.01 0.05
H 4.4804 -4.9626 -0.8087 -0.15 -0.20 0.20 0.11
H 1.6797 -6.7245 0.7222 -0.22 0.44 -0.50 0.09
H -0.7279 -6.5310 -0.0183 0.35 0.34 0.01 0.12
H 0.3722 -3.4498 -2.8041 0.12 0.00 0.31 0.12
H 2.7762 -3.6205 -2.0647 -0.42 -0.22 0.24 0.12
H 0.2129 -7.4300 5.0274 0.19 -0.04 0.06 0.08
H 1.5714 -8.5468 5.2411 -0.02 0.20 -0.08 0.09
H 1.7700 -6.8273 5.6370 -0.10 -0.15 -0.08 0.08
H 3.6894 -7.3786 2.4738 -0.07 -0.12 0.30 0.06
H 3.8169 -7.0162 4.2160 -0.11 -0.19 -0.13 0.09
H 3.4256 -8.6478 3.6685 -0.11 0.26 -0.02 0.10
H 1.5563 -8.3848 1.6072 -0.07 0.00 0.20 0.08
H 1.1247 -9.2959 3.0521 0.03 0.23 -0.07 0.09
H 0.0156 -8.0665 2.4254 0.22 -0.08 0.02 0.08
H -0.6592 -6.4405 3.4366 0.34 0.33 -0.11 0.11
H -1.6692 -4.2801 2.8456 0.41 -0.06 0.02 0.12
H -0.2615 -2.3635 2.3566 0.36 -0.39 0.10 0.09
H 0.9385 -0.7716 3.2487 0.02 0.00 -0.15 0.09
H 2.0833 0.0487 2.1852 0.02 -0.29 0.03 0.09
H 0.7800 -0.8944 1.4718 0.10 0.01 0.14 0.08
H 3.7932 -2.9151 0.8345 -0.15 0.28 -0.07 0.04
H 2.3770 -2.1437 0.1321 0.11 0.04 0.19 0.09
H 3.6922 -1.1535 0.8115 -0.17 -0.09 0.11 0.10
H 4.2090 -2.6217 3.4417 -0.10 0.27 0.02 0.05
H 3.9115 -0.8885 3.3216 -0.15 -0.18 -0.02 0.10
H 2.9139 -1.8946 4.4039 0.14 0.05 -0.11 0.10
H 2.3506 -4.7682 5.0275 0.23 0.03 0.31 0.10
H 2.2931 -4.1394 7.4056 0.26 0.11 -0.10 0.11
H 4.3795 -3.3907 8.5494 0.05 -0.09 -0.16 0.10
H 6.5694 -3.5211 7.3471 -0.24 -0.09 -0.09 0.11
H 6.6375 -4.3518 4.9888 -0.26 0.10 0.27 0.11
```
Positions in Å, forces in eV/Å.

Here is a molecular structure, C34H31AsBrF4FeN2O9P3S in a non-equilibrium geometry from the OMol25 dataset. Energies are from the ωB97M-V functional and the def2-TZVPD basis.

Calculated values
**Total energy**: -9996.16757 Ha
**Max |F|**: 2.5 eV Å⁻¹
**Charge**: +1
**HOMO (spin up / spin down)**: -11.331 / -11.332 eV
**Frontier orbital gap (spin up / spin down)**: 7.6 / 6.5 eV
**2S+1**: 6

The geometry in XYZ format:
```
87
Properties=species:S:1:pos:R:3:forces:R:3:lowdin_charge:R:1
Fe -0.1569 1.1942 0.0400 -0.51 0.46 -0.79 0.58
O 6.1089 -0.5937 -3.2702 0.30 -0.34 0.00 0.13
C 5.5214 0.3251 -4.0591 -0.36 0.26 0.02 -0.48
O 6.0435 0.7231 -5.0584 0.03 -0.09 0.15 0.15
C 4.1900 0.8176 -3.5683 -0.20 0.00 0.03 -0.12
C 3.2586 -0.0421 -2.9899 0.22 0.12 -0.21 0.00
C 2.0737 0.4574 -2.4933 -0.09 0.35 -0.07 -0.03
C 1.8170 1.8285 -2.4948 1.19 -0.61 -0.93 -0.25
C 2.7059 2.6702 -3.1790 -0.28 -0.14 0.20 0.02
C 3.8705 2.1658 -3.7135 0.20 -0.23 -0.01 0.01
N 0.6737 2.2586 -1.8391 -0.82 0.91 0.91 0.02
C 0.4447 3.5058 -1.6709 0.61 -0.27 -0.63 -0.07
C -0.7629 3.9963 -1.0523 -0.76 0.98 0.30 -0.27
C -1.0726 5.3587 -1.0847 0.23 -0.54 -0.15 0.03
C -2.2548 5.7920 -0.5121 -0.20 -0.15 0.16 -0.02
C -3.0951 4.8587 0.0761 0.20 0.06 -0.19 -0.01
C -2.7011 3.5278 0.0768 -0.39 0.14 0.12 -0.18
N -1.5691 3.1145 -0.4589 0.48 -0.24 -0.10 -0.09
H 5.6154 -0.7603 -2.4553 -0.05 0.19 -0.19 0.11
H 3.4485 -1.1064 -2.9488 0.00 -0.05 0.05 0.11
H 1.3505 -0.2021 -2.0424 0.04 -0.01 -0.03 0.05
H 2.4946 3.7186 -3.3095 0.02 0.13 0.01 0.11
H 4.5601 2.8110 -4.2355 0.07 0.06 -0.04 0.13
H 1.1429 4.2779 -1.9848 -0.02 -0.06 -0.19 0.14
H -0.3994 6.0498 -1.5688 0.07 0.05 -0.01 0.13
H -2.5216 6.8380 -0.5235 0.00 0.07 -0.02 0.12
H -4.0351 5.1475 0.5184 -0.05 0.00 0.06 0.12
H -3.3146 2.7656 0.5348 -0.11 0.00 0.03 0.08
F -3.8216 -2.5637 -5.3811 0.12 -0.01 0.20 0.15
C -3.0749 -2.3568 -4.3041 0.13 0.09 0.21 -0.12
C -2.4191 -3.4205 -3.6811 0.03 0.11 0.10 -0.11
F -2.5596 -4.6537 -4.1567 0.02 0.25 0.07 0.15
C -1.6287 -3.1844 -2.5569 -0.08 0.17 -0.01 -0.20
F -1.0443 -4.2206 -1.9497 -0.18 -0.08 -0.26 0.12
C -1.4538 -1.9035 -2.0476 0.22 0.47 0.07 -0.28
P -0.4888 -1.4251 -0.4957 -0.94 -1.20 -0.55 1.07
C -1.7575 -2.2054 0.5695 0.16 0.20 0.14 -0.33
C -1.6622 -3.5157 1.0234 -0.01 0.15 -0.03 -0.07
C -2.6952 -4.0565 1.7713 -0.01 -0.08 0.07 -0.06
C -3.8211 -3.3066 2.0696 0.02 0.01 0.08 -0.08
C -3.9232 -2.0031 1.6105 -0.01 -0.04 -0.04 -0.08
C -2.8986 -1.4595 0.8557 0.02 -0.01 -0.06 -0.14
C 0.9195 -2.5500 -0.6601 0.18 0.28 0.01 -0.34
C 1.5419 -3.1260 0.4419 -0.10 0.01 -0.09 -0.10
C 2.6486 -3.9364 0.2642 0.09 -0.07 -0.01 -0.05
C 3.1637 -4.1490 -1.0046 -0.03 0.01 0.04 -0.05
C 2.5530 -3.5685 -2.1061 0.05 0.00 -0.01 -0.07
C 1.4408 -2.7679 -1.9369 -0.05 -0.03 0.14 -0.12
C -2.1497 -0.8732 -2.6611 0.19 0.00 0.10 -0.48
Br -1.9907 0.8670 -1.8589 -1.26 -0.33 -1.25 1.05
C -2.9497 -1.0725 -3.7772 0.22 -0.01 0.29 -0.24
F -3.5854 -0.0500 -4.3381 -0.09 -0.06 -0.12 0.10
H -0.8011 -4.1178 0.7822 0.07 -0.08 0.00 0.10
H -2.6174 -5.0729 2.1235 0.00 -0.14 0.03 0.11
H -4.6145 -3.7351 2.6615 -0.09 -0.07 0.05 0.11
H -4.7985 -1.4128 1.8388 -0.08 0.05 -0.02 0.11
H -2.9903 -0.4480 0.4895 -0.03 0.01 0.03 0.04
H 1.1565 -2.9357 1.4307 0.01 -0.06 0.10 0.10
H 3.1085 -4.4055 1.1202 0.08 -0.01 0.09 0.11
H 4.0408 -4.7616 -1.1387 0.07 -0.13 0.00 0.11
H 2.9407 -3.7438 -3.0984 0.05 -0.02 -0.09 0.12
H 0.9671 -2.3230 -2.8018 0.01 -0.01 -0.06 0.11
O 2.7339 -0.8196 2.1223 -0.40 -0.23 -0.15 -0.05
P 1.5949 0.0769 1.4945 0.95 -1.59 1.75 0.14
O 1.8981 0.5750 0.1275 -0.26 0.46 -0.38 -0.26
O 0.2839 -0.6689 1.5419 0.67 -0.12 0.34 -0.47
O 1.4523 1.2485 2.5563 0.49 0.50 -0.57 -0.34
P 1.5016 2.8306 2.0533 0.30 0.50 1.75 0.22
O 0.5303 3.3932 3.2244 0.19 -0.12 -0.53 -0.17
O 2.8563 3.3556 2.1660 0.25 0.16 -0.09 -0.23
O 0.7362 2.8987 0.7731 -0.22 -0.50 -0.50 -0.36
H 3.5701 -0.3584 2.1928 0.51 0.17 0.08 0.10
H 0.9623 4.1674 3.5803 0.20 0.50 0.38 0.08
C -2.6025 1.2883 4.9429 0.23 0.00 -0.29 -0.24
As -1.0266 0.6738 3.9268 -1.21 -0.83 1.44 0.91
C 0.3943 1.1354 5.1882 0.10 0.17 -0.28 -0.20
C -1.1553 -1.2690 4.1171 0.17 0.24 -0.14 -0.20
S -1.5691 1.4351 1.9992 -0.64 0.36 0.02 0.45
H -2.5861 0.8819 5.9559 0.14 -0.01 -0.10 0.04
H -3.5151 0.9629 4.4404 0.17 -0.03 -0.04 0.03
H -2.6051 2.3798 4.9888 0.10 -0.13 -0.04 0.04
H 0.0657 0.7310 6.1481 -0.10 -0.07 -0.16 0.05
H 0.5022 2.2146 5.2591 -0.09 -0.12 -0.06 0.04
H 1.3455 0.7009 4.8920 -0.13 -0.04 0.00 0.04
H -1.3306 -1.4902 5.1715 0.02 0.13 -0.03 0.05
H -0.2281 -1.7340 3.7888 -0.04 0.06 0.00 0.03
H -1.9811 -1.6495 3.5181 0.02 0.11 -0.05 0.02
```
Positions in Å, forces in eV/Å.